Molecular formula: C21H24N2O5
Method: DFT, ωB97M-V/def2-TZVPD

Structure (XYZ):
```
52
Properties=species:S:1:pos:R:3:nbo_charge:R:1
O 3.41 2.25 3.63 -0.47
O -1.66 -0.75 1.50 -0.66
O -0.10 2.61 -0.40 -0.55
O -1.33 -1.35 -2.86 -0.63
O 1.25 3.05 3.57 -0.49
N -0.12 -1.67 0.13 -0.60
N -2.58 -0.59 -1.13 -0.63
C -0.28 4.01 -0.45 -0.06
C 1.92 -0.61 1.87 -0.19
C 0.65 -3.40 -2.19 -0.21
C -3.01 0.65 -1.75 -0.23
C -0.49 -0.87 1.15 0.68
C 0.29 1.11 2.38 -0.22
C -1.68 -1.40 -1.70 0.68
C -2.34 1.85 -1.08 -0.44
C 2.94 0.12 2.47 -0.27
C 2.61 1.34 3.00 0.25
C 0.62 -0.13 1.81 -0.15
C 0.71 4.66 0.51 -0.63
C -0.83 1.88 -1.35 -0.06
C 0.72 -5.76 -2.63 -0.21
C 1.23 -4.48 -2.83 -0.21
C -0.45 -3.58 -1.35 0.06
C -0.37 -5.95 -1.80 -0.20
C -0.95 -4.86 -1.16 -0.23
C 2.57 3.33 3.98 0.24
C -1.09 -2.41 -0.68 -0.19
C 1.30 1.82 2.96 0.29
H 2.59 3.47 5.07 0.16
H 2.07 -4.33 -3.48 0.21
H -0.73 1.47 2.34 0.25
H -4.10 0.73 -1.67 0.20
H -0.11 4.37 -1.48 0.16
H -2.81 2.77 -1.44 0.21
H 2.93 4.25 3.49 0.16
H 1.18 -6.60 -3.13 0.21
H -0.64 2.27 -2.36 0.17
H 0.82 -1.65 -0.21 0.41
H -0.77 -6.94 -1.65 0.21
H -2.68 -0.63 -0.12 0.43
H -2.74 0.59 -2.81 0.23
H -2.50 1.79 0.00 0.21
H 1.03 -2.41 -2.37 0.22
H -1.80 -5.01 -0.52 0.21
H -0.43 0.87 -1.29 0.19
H 2.15 -1.59 1.47 0.21
H 3.95 -0.26 2.53 0.23
H -1.89 -2.73 -0.01 0.23
H 0.60 5.74 0.47 0.21
H 1.72 4.39 0.22 0.21
H -1.31 4.27 -0.16 0.16
H 0.53 4.31 1.52 0.22
```

HOMO level = -8.4 eV
Energy above the lowest of the compared OMol25 structures with the same formula, charge and spin = 2.1832 eV